No. 1
The following is a quantum chemistry calculation of 2 unconnected molecules or ions with the total composition C5H15N3, from the Open Molecules 2025 dataset.

```
! wB97M-V def2-TZVPD RIJCOSX def2/J DEFGRID3
* xyz 0 3
C 1.8573 1.2737 -0.7898
C -0.3509 2.0893 0.1568
C 1.0104 0.2148 1.4547
C -1.0475 -2.4312 0.3000
C 0.7002 0.9286 0.1268
N -2.3656 -0.6509 -0.7259
N 0.0119 -0.8315 -1.0257
N -1.0774 -1.2630 -0.5457
H 2.1707 2.1996 -0.3390
H 2.5585 0.4992 -0.8816
H 1.7029 1.6307 -1.8545
H -1.3002 1.7031 0.5558
H -0.5538 2.4323 -0.8954
H -0.0688 2.9550 0.8059
H 1.5943 0.8824 2.0935
H 0.2559 -0.2517 1.9392
H 1.8590 -0.5079 1.3225
H -0.0729 -2.8037 0.3451
H -1.4755 -2.3338 1.4000
H -1.6708 -3.2818 -0.0066
H -2.7463 -0.9436 -1.5328
H -2.2391 0.3877 -0.8182
H -0.1479 -0.3920 -1.9401
*
```

The value obtained for the LUMO energy (alpha / beta) is 0.92 / 0.33 eV. The expectation value of S² is 2.01. As for the HOMO energy (alpha / beta): -5.04 / -9.57 eV. For the molar mass, the calculation gives 117.20 u. The value obtained for the frontier orbital gap (alpha / beta) is 5.9527 / 9.9002 eV. The calculation puts the relative energy (zero: lowest compared OMol25 entry of this formula, charge and spin) at 0.000 eV.

No. 2
The following is a quantum chemistry calculation of 2 unconnected molecules or ions with the total composition C5H15N3, from the Open Molecules 2025 dataset.

```
! wB97M-V def2-TZVPD RIJCOSX def2/J DEFGRID3
* xyz 1 2
C 1.5631 -1.1150 3.0306
N 0.8360 0.0732 3.5424
C 0.2422 0.9233 2.6286
N 0.1324 2.2333 2.7498
H 1.6470 -1.8214 3.8863
H 0.9722 -1.6029 2.2899
H 2.6025 -0.9485 2.6535
H 1.2346 0.5634 4.3723
H -0.2046 0.3477 1.7256
H -0.4359 2.6310 1.9533
C -1.0106 -0.2970 -3.4938
C -1.0691 0.0060 -1.9691
C -0.2599 -1.0491 -1.2068
N -0.5062 1.3629 -1.6252
H -1.4703 -1.2420 -3.8133
H -1.5562 0.5348 -3.9877
H 0.0190 -0.2800 -3.8147
H -2.1365 0.0481 -1.6777
H -0.2034 -0.8567 -0.0943
H -0.6296 -2.0380 -1.4402
H 0.7739 -0.9970 -1.5805
H -1.0093 2.0717 -2.1540
H 0.4687 1.4522 -1.9750
*
```

The value obtained for the LUMO energy (alpha / beta) is -4.05 / -8.60 eV. The expectation value of S² is 0.79. As for the HOMO energy (alpha / beta): -12.42 / -12.41 eV. For the molar mass, the calculation gives 117.20 u. The value obtained for the frontier orbital gap (alpha / beta) is 8.3638 / 3.8189 eV. The calculation puts the relative energy (zero: lowest compared OMol25 entry of this formula, charge and spin) at 1.334 eV.

No. 3
The following is a quantum chemistry calculation of a gas-phase ion, C5H15N3 (charge +2), from the Open Molecules 2025 dataset.

```
! wB97M-V def2-TZVPD RIJCOSX def2/J DEFGRID3
* xyz 2 1
C -0.2907 0.6074 -2.1773
C 0.5975 0.8427 -0.9756
C -0.1136 0.8575 0.3679
C -0.5023 -0.4724 0.9484
C 0.3690 -1.4735 1.0976
N -0.0705 -2.7320 1.7071
N -1.7837 -0.5311 1.3991
N 1.3606 2.1442 -1.1945
H -1.0518 1.3803 -2.2955
H 0.2661 0.7052 -3.1085
H -0.7179 -0.3815 -2.1227
H 1.3735 0.1174 -1.0077
H -0.9356 1.5709 0.3132
H 0.5131 1.3745 1.1126
H 1.3697 -1.3906 0.7079
H 0.6469 -3.4606 1.6575
H -0.8913 -3.0790 1.2029
H -0.2949 -2.6380 2.6971
H -2.4614 0.2048 1.2665
H -2.0956 -1.0751 2.1885
H 1.8097 2.4698 -0.3336
H 0.7863 2.8941 -1.5661
H 2.1168 2.0651 -1.8849
*
```

Its SMILES is C[C@@H]([NH3+])C/C(N)=C/[NH3+]. The value obtained for the LUMO energy is -6.36 eV. As for the HOMO energy: -16.62 eV. For the molar mass, the calculation gives 117.20 u. The value obtained for the frontier orbital gap is 10.2624 eV. The calculation puts the relative energy (zero: lowest compared OMol25 entry of this formula, charge and spin) at 1.277 eV.

No. 4
The following is a quantum chemistry calculation of a molecular structure, C5H15N8O5Rh, from the Open Molecules 2025 dataset.

```
! wB97M-V def2-TZVPD RIJCOSX def2/J DEFGRID3
* xyz 2 1
Rh 0.0669 -0.0949 -1.1387
N 2.2850 0.4513 -1.4797
N 2.3706 1.8404 -1.5305
C 1.1599 2.5579 -1.4150
O 1.1443 3.7322 -1.3032
O 0.1049 1.7259 -1.5413
H 2.5898 0.0823 -0.5850
H 2.7366 -0.0409 -2.2442
H 3.0565 2.2441 -2.1480
N -2.2283 -0.0859 -1.5598
N -2.7399 -1.3898 -1.6539
C -1.8779 -2.4257 -1.6963
N -2.2977 -3.6620 -1.8077
N -0.6024 -2.0212 -1.6073
N 0.4718 -2.9271 -1.4835
O 0.3446 -4.1111 -1.6074
O 1.4959 -2.3262 -1.2457
H -2.7098 0.4352 -0.8298
H -2.3194 0.4026 -2.4509
H -3.7380 -1.5266 -1.7270
H -3.2781 -3.8891 -1.8812
H -1.6192 -4.4137 -1.8347
C -0.1476 0.1780 3.4952
N 0.4915 1.2733 2.7335
C 1.0933 2.4415 3.4395
C 0.4789 1.2510 1.4473
O -0.0874 0.3031 0.7844
H 0.0610 0.3157 4.5496
H 0.2458 -0.7803 3.1669
H -1.2229 0.1845 3.3335
H 0.9686 2.3010 4.5069
H 0.5975 3.3621 3.1472
H 2.1542 2.5152 3.2187
H 0.9507 2.0972 0.9477
*
```

The value obtained for the LUMO energy (alpha / beta) is -9.04 / -9.05 eV. As for the HOMO energy (alpha / beta): -16.48 / -16.38 eV. For the molar mass, the calculation gives 370.13 u. The value obtained for the frontier orbital gap (alpha / beta) is 7.4378 / 7.3353 eV.

No. 5
The following is a quantum chemistry calculation of 2 unconnected molecules or ions with the total composition C5H15NO, from the Open Molecules 2025 dataset.

```
! wB97M-V def2-TZVPD RIJCOSX def2/J DEFGRID3
* xyz -1 2
C -1.5038 0.3361 -2.3329
N -1.0851 -0.6779 -1.3624
C 0.3389 -0.6692 -1.0153
C 0.5477 -1.2324 0.3891
C 0.1331 -0.2243 1.4537
C 2.0599 -1.6439 0.5456
H -0.7440 1.0790 -2.5632
H -1.9298 -0.1804 -3.1973
H -2.3424 0.9340 -1.9511
H -1.3685 -1.6015 -1.6393
H 0.9725 -1.1831 -1.7563
H 0.6803 0.3644 -1.0547
H 0.0233 -2.1692 0.5598
H 0.1980 0.7946 1.1136
H -0.9036 -0.3456 1.7660
H 0.7227 -0.3741 2.3574
H 2.5641 -0.8820 1.1422
H 2.2019 -2.6263 0.9763
H 2.5242 -1.6286 -0.4370
H -1.0262 3.9717 1.7339
H -0.3656 2.6191 1.4003
O -0.3898 3.3232 2.0726
*
```

The value obtained for the LUMO energy (alpha / beta) is 3.80 / 3.65 eV. The expectation value of S² is 0.75. As for the HOMO energy (alpha / beta): 1.23 / -5.37 eV. For the molar mass, the calculation gives 105.18 u. The value obtained for the frontier orbital gap (alpha / beta) is 2.5643 / 9.0204 eV. The calculation puts the relative energy (zero: lowest compared OMol25 entry of this formula, charge and spin) at 0.944 eV.

No. 6
The following is a quantum chemistry calculation of 2 unconnected molecules or ions with the total composition C5H15NO, from the Open Molecules 2025 dataset.

```
! wB97M-V def2-TZVPD RIJCOSX def2/J DEFGRID3
* xyz 0 1
C 1.4512 0.5104 -1.5602
N 1.0802 0.0393 -0.2247
C -1.9933 -0.8229 1.6487
C -0.6193 -0.1811 1.5193
C -0.3134 0.3428 0.1031
C -0.6668 1.8144 -0.0043
H 2.3884 0.0631 -1.8665
H 1.5957 1.5928 -1.5795
H 0.7436 0.1858 -2.3134
H 1.6496 0.5765 0.4227
H -2.7138 -0.3888 0.9617
H -2.3890 -0.7078 2.6451
H -1.9726 -1.8830 1.4016
H -0.5578 0.6167 2.2511
H 0.1535 -0.8869 1.8589
H -0.9160 -0.3024 -0.5471
H -0.8381 2.1707 -1.0217
H -1.6349 2.0180 0.4516
H 0.0794 2.4118 0.5102
H 1.7598 -1.9605 -0.8911
H 1.4938 -2.7600 -2.1668
O 2.2201 -2.4487 -1.5985
*
```

Its SMILES is CC[C@@H](C)NC.O. The value obtained for the LUMO energy is 1.00 eV. As for the HOMO energy: -9.30 eV. For the molar mass, the calculation gives 105.18 u. The value obtained for the frontier orbital gap is 10.2953 eV. The calculation puts the relative energy (zero: lowest compared OMol25 entry of this formula, charge and spin) at 0.701 eV.

No. 7
The following is a quantum chemistry calculation of 2 unconnected molecules or ions with the total composition C5H15NO, from the Open Molecules 2025 dataset.

```
! wB97M-V def2-TZVPD RIJCOSX def2/J DEFGRID3
* xyz 0 1
C 0.2622 -1.3870 -2.1687
N 0.5728 -0.0334 -1.6671
C 0.5357 0.0068 -0.2021
C 0.1668 1.3911 0.3728
C -1.0328 1.9942 -0.3663
C -0.0907 1.2028 1.8560
H -0.7901 -1.5863 -1.9582
H 0.8799 -2.1383 -1.6760
H 0.3264 -1.3840 -3.2554
H 1.4875 0.1967 -2.0253
H 1.5098 -0.3604 0.1652
H -0.1706 -0.7542 0.1250
H 1.0556 2.0156 0.2678
H -1.0241 3.0808 -0.2939
H -1.9296 1.6416 0.1564
H -1.1379 1.6781 -1.3967
H 0.8337 0.9040 2.3641
H -0.8204 0.4384 2.1196
H -0.3543 2.1587 2.3133
H -0.4034 -3.7661 1.8067
H 0.4755 -2.4841 1.8798
O -0.3519 -2.8147 1.5829
*
```

Its SMILES is CNCC(C)C.O. The value obtained for the LUMO energy is 0.74 eV. As for the HOMO energy: -8.61 eV. For the molar mass, the calculation gives 105.18 u. The value obtained for the frontier orbital gap is 9.3490 eV. The calculation puts the relative energy (zero: lowest compared OMol25 entry of this formula, charge and spin) at 0.920 eV.

No. 8
The following is a quantum chemistry calculation of 2 unconnected molecules or ions with the total composition C5H15NO, from the Open Molecules 2025 dataset.

```
! wB97M-V def2-TZVPD RIJCOSX def2/J DEFGRID3
* xyz 0 1
C -0.3944 -0.5510 1.7892
C -1.4352 0.1034 0.8980
C -2.8561 -0.2276 1.3401
N 0.9687 -0.1485 1.3879
H -0.5922 -0.3181 2.8415
H -0.4533 -1.6349 1.6747
H -1.2790 -0.2239 -0.1306
H -1.2873 1.1873 0.9112
H -3.0604 -1.2882 1.1797
H -3.0127 -0.0239 2.4012
H -3.5858 0.3334 0.7637
H 1.1815 -0.7088 -0.4809
H 1.0816 0.8383 1.6082
H 1.6250 -0.6176 2.0064
C 1.4974 0.0600 -2.2640
O 0.9288 -0.9073 -1.4018
C 1.2150 1.4889 -1.8306
H 1.0543 -0.1123 -3.2454
H 2.5775 -0.0990 -2.3584
H 1.4519 2.1862 -2.6366
H 1.7991 1.7702 -0.9551
H 0.1571 1.5994 -1.5950
*
```

Its SMILES is CCCN.CCO. The value obtained for the LUMO energy is 1.01 eV. As for the HOMO energy: -9.56 eV. For the molar mass, the calculation gives 105.18 u. The value obtained for the frontier orbital gap is 10.5665 eV. The calculation puts the relative energy (zero: lowest compared OMol25 entry of this formula, charge and spin) at 0.562 eV.